Record 1
C16H47B2ClIN12O25 | ωB97M-V/def2-TZVPD

Cartesian coordinates (Å):
C  -4.417  -1.882  -2.359
B  -4.424  -0.323  -2.736
O  -4.061  -0.007  -4.067
B  -4.827  0.845  -1.584
Cl  -5.751  2.302  -2.425
C  -3.579  1.386  -0.660
C  -2.189  1.426  -1.313
C  -1.372  0.153  -1.027
I  -0.566  -0.652  -2.879
H  -4.906  -2.014  -1.400
H  -3.380  -2.200  -2.223
H  -4.874  -2.503  -3.125
H  -4.788  0.462  -4.498
H  -5.634  0.325  -0.826
H  -3.818  2.420  -0.402
H  -3.541  0.863  0.296
H  -1.625  2.236  -0.841
H  -2.228  1.675  -2.366
H  -2.044  -0.609  -0.661
H  -0.545  0.334  -0.366
C  2.072  -0.067  2.671
N  0.893  -0.603  1.941
O  1.061  -1.017  0.816
O  -0.175  -0.586  2.528
H  2.940  -0.144  2.030
H  1.856  0.969  2.914
H  2.198  -0.658  3.573
C  -2.219  -2.589  3.343
N  -3.696  -2.663  3.496
O  -4.309  -3.424  2.774
O  -4.201  -1.960  4.349
H  -1.919  -3.268  2.553
H  -1.959  -1.568  3.090
H  -1.780  -2.877  4.294
C  4.764  3.914  2.905
N  4.483  2.454  2.835
O  4.315  1.857  3.881
O  4.445  1.957  1.729
H  4.769  4.212  3.946
H  5.732  4.080  2.442
H  3.979  4.422  2.353
C  1.515  1.008  -5.754
N  2.608  1.622  -4.958
O  3.539  0.911  -4.622
O  2.512  2.804  -4.700
H  1.747  -0.036  -5.905
H  0.589  1.123  -5.196
H  1.469  1.536  -6.697
C  -5.527  4.662  -4.711
N  -5.007  5.347  -5.928
O  -3.820  5.609  -5.974
O  -5.806  5.609  -6.808
H  -4.708  4.496  -4.025
H  -6.277  5.313  -4.272
H  -5.963  3.719  -5.021
C  -2.350  -1.474  7.340
N  -0.901  -1.154  7.213
O  -0.427  -1.106  6.097
O  -0.286  -0.965  8.244
H  -2.764  -1.620  6.349
H  -2.431  -2.381  7.932
H  -2.825  -0.638  7.843
C  -4.251  -6.048  4.878
N  -2.931  -5.693  5.467
O  -2.816  -4.593  5.975
O  -2.052  -6.523  5.398
H  -4.921  -5.208  5.015
H  -4.091  -6.248  3.824
H  -4.617  -6.932  5.393
C  6.719  -0.721  1.170
N  5.907  -1.695  1.947
O  4.763  -1.886  1.594
O  6.452  -2.241  2.887
H  6.107  -0.319  0.371
H  7.029  0.061  1.857
H  7.572  -1.255  0.778
C  -4.765  9.654  -5.152
N  -5.053  8.748  -4.008
O  -6.077  8.098  -4.051
O  -4.236  8.721  -3.112
H  -5.573  9.569  -5.868
H  -4.691  10.663  -4.757
H  -3.821  9.336  -5.586
C  5.114  0.775  -7.799
N  3.979  0.243  -8.601
O  4.209  -0.163  -9.721
O  2.890  0.254  -8.063
H  6.016  0.705  -8.395
H  4.884  1.807  -7.553
H  5.186  0.175  -6.897
C  8.632  -3.815  -2.062
N  8.430  -2.357  -2.278
O  8.620  -1.916  -3.390
O  8.081  -1.704  -1.312
H  8.936  -4.262  -3.000
H  9.401  -3.928  -1.304
H  7.688  -4.226  -1.718
C  0.630  -5.107  7.538
N  0.398  -5.887  8.785
O  -0.570  -6.618  8.828
O  1.202  -5.737  9.684
H  -0.159  -5.341  6.832
H  0.616  -4.055  7.807
H  1.601  -5.395  7.149

2S+1	1
total charge	-1

Record 2
C16H47ClF3O9P2S7 | ωB97M-V/def2-TZVPD

Cartesian coordinates (Å):
O  -2.977  1.726  -2.632
P  -2.327  1.137  -3.991
Cl  -1.419  -0.557  -3.390
P  -0.442  2.393  -4.142
C  1.013  1.490  -4.827
O  1.527  0.446  -4.026
C  2.205  0.815  -2.916
F  2.906  -0.201  -2.481
F  1.360  1.212  -1.941
F  3.007  1.862  -3.157
H  -2.383  2.187  -2.028
H  -0.097  2.990  -2.926
H  -0.714  3.412  -5.048
H  1.770  2.231  -5.091
H  0.674  1.022  -5.752
C  0.845  -4.409  -0.351
S  -0.352  -3.096  -0.537
O  -0.557  -2.883  -2.006
C  0.734  -1.789  0.032
H  0.369  -5.335  -0.665
H  1.727  -4.212  -0.959
H  1.113  -4.471  0.704
H  1.611  -1.745  -0.615
H  1.024  -2.007  1.060
H  0.187  -0.848  -0.004
C  -2.904  -2.745  4.100
S  -2.037  -4.106  3.319
O  -0.884  -3.511  2.573
C  -3.288  -4.488  2.098
H  -2.263  -2.346  4.883
H  -3.121  -1.966  3.374
H  -3.826  -3.124  4.542
H  -3.473  -3.601  1.492
H  -4.197  -4.806  2.609
H  -2.906  -5.304  1.488
C  4.488  4.670  -2.523
S  3.560  6.196  -2.353
O  2.804  6.351  -3.627
C  4.962  7.313  -2.422
H  3.747  3.884  -2.589
H  5.078  4.699  -3.439
H  5.128  4.514  -1.654
H  5.502  7.157  -3.356
H  5.608  7.132  -1.563
H  4.574  8.328  -2.382
C  -3.157  1.425  6.420
S  -4.165  1.474  4.935
O  -3.966  0.172  4.244
C  -3.157  2.677  4.058
H  -3.596  0.685  7.086
H  -2.141  1.133  6.156
H  -3.169  2.403  6.900
H  -2.141  2.293  3.965
H  -3.167  3.623  4.600
H  -3.598  2.811  3.073
C  4.868  -1.007  3.415
S  3.894  -1.236  1.924
O  4.116  -2.626  1.454
C  4.899  -0.170  0.880
H  4.433  -1.638  4.188
H  5.897  -1.309  3.224
H  4.819  0.038  3.722
H  5.924  -0.539  0.868
H  4.859  0.852  1.259
H  4.481  -0.209  -0.124
C  -5.012  4.460  -3.772
S  -3.529  5.136  -4.510
O  -2.393  4.274  -4.021
C  -3.449  6.637  -3.543
H  -5.192  3.486  -4.221
H  -4.868  4.357  -2.697
H  -5.848  5.124  -3.990
H  -3.412  6.385  -2.484
H  -4.324  7.246  -3.768
H  -2.547  7.171  -3.835
C  0.374  -7.100  2.468
S  -0.682  -7.453  1.061
O  -2.072  -7.125  1.480
C  -0.531  -9.240  1.119
H  0.359  -6.021  2.621
H  -0.023  -7.607  3.348
H  1.390  -7.432  2.252
H  -0.866  -9.597  2.093
H  0.506  -9.521  0.938
H  -1.165  -9.648  0.335

2S+1	1
total charge	+1

Record 3
C16H47N4O5 | ωB97M-V/def2-TZVPD

Cartesian coordinates (Å):
O  -48.086  -26.786  -4.836
H  -47.709  -27.385  -4.257
H  -47.633  -25.946  -4.692
H  -49.094  -26.920  -4.816
C  -47.108  -23.800  -6.537
C  -47.082  -23.511  -5.047
C  -48.524  -23.248  -4.503
O  -49.386  -24.317  -5.040
C  -50.780  -23.998  -4.907
N  -46.463  -24.598  -4.274
H  -46.258  -23.897  -6.940
H  -47.749  -23.177  -7.067
H  -47.447  -24.662  -6.700
H  -46.268  -22.786  -4.850
H  -48.742  -22.234  -4.832
H  -48.552  -23.348  -3.426
H  -51.156  -23.780  -3.819
H  -51.171  -24.881  -5.103
H  -51.277  -23.179  -5.356
H  -46.593  -24.291  -3.301
H  -45.498  -24.383  -4.432
C  -51.392  -29.000  -4.049
C  -50.706  -28.878  -5.487
C  -51.625  -29.594  -6.470
O  -51.931  -30.871  -5.918
C  -52.899  -31.436  -6.638
N  -50.495  -27.463  -5.786
H  -52.324  -28.428  -4.182
H  -50.727  -28.413  -3.478
H  -51.495  -30.044  -3.866
H  -49.648  -29.356  -5.223
H  -51.205  -29.550  -7.420
H  -52.627  -29.010  -6.429
H  -52.824  -31.607  -7.680
H  -53.712  -30.800  -6.419
H  -53.175  -32.325  -6.142
H  -51.269  -26.770  -5.856
H  -49.981  -27.787  -6.573
C  -44.847  -27.409  -5.928
C  -44.700  -28.596  -6.753
C  -44.012  -29.734  -6.119
O  -44.699  -30.019  -4.979
C  -44.337  -31.196  -4.274
N  -45.991  -29.206  -7.153
H  -45.498  -26.426  -6.297
H  -43.770  -27.199  -5.730
H  -45.344  -27.550  -4.919
H  -44.260  -28.356  -7.604
H  -43.094  -29.304  -5.658
H  -43.729  -30.433  -6.955
H  -44.251  -31.983  -5.233
H  -45.134  -31.648  -3.425
H  -43.381  -30.995  -3.421
H  -46.410  -29.527  -6.329
H  -45.729  -30.027  -7.761
C  -45.630  -27.872  -1.966
C  -46.934  -28.661  -2.117
C  -48.086  -27.832  -1.475
O  -48.620  -26.732  -2.316
C  -49.767  -26.118  -1.689
N  -47.138  -29.092  -3.456
H  -45.664  -27.097  -2.753
H  -44.871  -28.606  -2.288
H  -45.401  -27.561  -1.067
H  -46.930  -29.403  -1.502
H  -48.045  -27.514  -0.479
H  -49.064  -28.598  -1.336
H  -50.618  -26.748  -2.261
H  -49.826  -25.204  -1.830
H  -49.596  -25.898  -0.689
H  -47.751  -29.917  -3.537
H  -46.310  -29.343  -4.017

energy relative to the best compared isomer or geometry (same formula, charge and spin)	11.206	eV
2S+1	1
total charge	+1

Number 1: gap between HOMO and LUMO 0.1939 Eh, LUMO 1.00 eV. Number 2: gap between HOMO and LUMO 0.2560 Eh, LUMO -2.82 eV. Number 3: gap between HOMO and LUMO 0.3627 Eh, LUMO -1.73 eV.